3 unconnected molecules or ions with the total composition C9H16O at a distorted geometry. Source: the OMol25 dataset; level of theory: ωB97M-V/def2-TZVPD.

Properties
HOMO energy = -0.264 Eh
Multiplicity = 1
LUMO = 0.809 eV
ΔE to the lowest compared entry with this formula, charge and spin = 414.4 kJ/mol

Each line ends with the natural charge from an NBO analysis.
Geometry (Å):
O -1.5971 3.5444 0.6103  -0.55
C -0.9525 2.6533 1.1031  0.35
C 1.1418 -0.7216 -1.9895  -0.65
C -0.5702 -2.2210 -0.8696  -0.65
C 0.1956 0.2738 0.7317  -0.04
C 0.5539 -1.2304 -0.6965  -0.15
C -0.7064 0.9398 -0.0858  0.07
C 1.5665 0.8901 0.9632  -0.63
C -1.6169 1.0328 -1.0223  -0.45
C -0.3628 -0.4434 1.9457  -0.63
H 0.2801 -1.2875 2.2132  0.22
H 1.8864 1.4993 0.1177  0.23
H -0.3887 0.2329 2.8054  0.21
H -1.3752 -0.8099 1.7736  0.23
H 1.5583 1.5218 1.8562  0.22
H 1.9369 0.0089 -1.8234  0.21
H -1.3813 -1.8353 -1.4914  0.20
H -1.7457 0.3126 -1.8187  0.21
H -0.9852 -2.5518 0.0852  0.21
H -2.2370 1.9248 -1.0836  0.24
H 0.3851 -0.2703 -2.6375  0.21
H -0.2142 -3.1301 -1.3790  0.21
H 2.3092 0.1070 1.1440  0.22
H 1.3309 -1.6558 -0.0596  0.18
H -0.6052 2.7585 2.1741  0.11
H 1.5937 -1.5429 -2.5666  0.21